106
Properties=species:S:1:pos:R:3:forces:R:3:lowdin_charge:R:1 method="wB97M-V/def2-TZVPD" largest_force_ev_per_a=0.55 total_charge=-1 e_homo_ev=-3.21 e_tot_ha=-4049.717543 molar_mass_g_mol=825.0
Ca 0.4107 0.8558 0.5586 0.1233 -0.3935 -0.3675 1.005
C 2.4446 4.1994 -2.6385 -0.0216 -0.0056 -0.0054 -0.069
C 3.1051 3.3324 -1.5600 0.0165 0.0334 0.0313 -0.357
C 2.9603 1.8578 -1.9080 -0.0402 0.0158 -0.0093 -0.086
C 2.5441 3.6896 -0.2101 -0.0346 -0.1603 -0.0819 -0.290
C 3.0096 4.6935 0.6517 0.0953 0.0754 -0.0680 -0.019
C 2.1194 4.6964 1.6961 -0.0860 -0.0237 0.0286 -0.082
N 1.1881 3.7545 1.4634 0.0574 0.1108 0.1569 -0.032
N 1.4514 3.1241 0.2914 -0.1122 -0.0633 0.0599 0.032
B -0.0300 3.5146 2.3864 -0.0505 0.1500 0.1222 -0.535
N 0.1378 2.3100 3.3571 0.0133 0.0563 0.0094 -0.030
C 0.4204 2.4414 4.6629 -0.0415 -0.0365 -0.0210 -0.083
C 0.5505 1.1873 5.2098 0.0234 0.0084 -0.0068 -0.019
C 0.3423 0.3077 4.1348 0.0326 -0.0815 0.0536 -0.290
N 0.0842 0.9917 3.0260 0.0197 0.2952 -0.1929 0.027
C 0.3989 -1.1923 4.2139 0.0032 -0.0375 0.0164 -0.356
C -0.8120 -1.7266 4.9866 -0.0476 -0.0140 -0.0175 -0.065
C 0.5359 -1.8885 2.8685 -0.0290 -0.0467 -0.0125 -0.083
N -1.3292 3.4167 1.5719 -0.0867 0.0296 0.0804 -0.034
C -2.4531 4.1187 1.7953 0.0291 -0.0243 -0.0891 -0.077
C -3.3928 3.7348 0.8638 -0.0120 -0.0180 0.0096 -0.018
C -2.7421 2.7562 0.0905 -0.0266 -0.0501 -0.0558 -0.290
N -1.5054 2.5719 0.5321 0.2513 -0.0150 0.1666 0.053
C -3.2556 2.0098 -1.1050 0.0496 -0.0182 -0.0209 -0.387
C -3.4930 2.9653 -2.2746 0.0009 0.0155 -0.0084 -0.089
C -4.5212 1.2188 -0.7776 -0.0356 0.0414 -0.0011 -0.059
H 2.9067 4.0141 -3.6123 0.0117 -0.0015 -0.0074 0.068
H 2.5344 5.2628 -2.4097 0.0028 0.0162 0.0046 0.072
H 1.3839 3.9487 -2.7162 0.0099 0.0007 0.0054 0.061
H 4.1720 3.5788 -1.5240 -0.0155 0.0102 0.0036 0.133
H 1.9034 1.5893 -1.9743 0.0228 0.0400 0.0418 0.021
H 3.4287 1.2152 -1.1650 0.0170 -0.0452 0.0484 0.041
H 3.4005 1.6611 -2.8905 0.0162 0.0063 0.0053 0.078
H 3.8753 5.3198 0.5175 0.0048 0.0074 0.0042 0.096
H 2.0678 5.3004 2.5855 0.0086 0.0264 0.0182 0.111
H -0.1140 4.4817 3.1028 -0.0140 -0.0053 -0.0165 0.113
H 0.5077 3.4204 5.1015 -0.0005 0.0247 0.0219 0.111
H 0.7828 0.9316 6.2294 0.0091 -0.0065 0.0139 0.098
H 1.2980 -1.4208 4.7975 -0.0245 -0.0005 0.0081 0.139
H -1.7314 -1.5387 4.4250 0.0352 -0.0115 0.0186 0.064
H -0.9122 -1.2513 5.9634 0.0084 0.0104 0.0259 0.069
H -0.7260 -2.8056 5.1326 0.0025 -0.0048 -0.0008 0.075
H -0.3458 -1.7314 2.2444 0.0331 -0.0169 0.0180 0.047
H 0.6261 -2.9658 3.0239 0.0002 -0.0289 -0.0049 0.078
H 1.4138 -1.5375 2.3239 -0.0317 -0.0258 0.0211 0.008
H -2.4901 4.8405 2.5929 -0.0236 0.0322 0.0108 0.112
H -4.3953 4.1096 0.7485 -0.0203 0.0137 0.0044 0.095
H -2.4687 1.3112 -1.3994 -0.0382 0.0576 0.0362 0.064
H -4.2688 3.6948 -2.0273 -0.0133 0.0053 0.0085 0.074
H -3.8076 2.4140 -3.1628 -0.0080 -0.0071 -0.0134 0.071
H -2.5798 3.5074 -2.5220 -0.0034 -0.0005 0.0020 0.060
H -5.3411 1.8935 -0.5162 -0.0026 0.0008 0.0045 0.077
H -4.3626 0.5445 0.0642 -0.0088 -0.0025 0.0241 0.057
H -4.8395 0.6305 -1.6419 -0.0043 -0.0019 -0.0231 0.076
C 4.9465 -1.6913 0.6997 -0.0160 0.0340 0.0042 -0.160
C 3.5301 -1.2102 0.4411 0.0191 -0.0391 -0.0632 -0.837
S 3.0396 0.1894 1.3738 -0.0216 0.1164 -0.0089 0.451
C 2.7879 -1.8679 -0.4739 -0.0363 -0.0259 -0.0018 -0.762
C 3.3735 -3.0493 -1.2226 -0.0235 -0.0012 -0.0177 -0.174
S 1.1000 -1.4804 -0.8906 0.1085 0.1839 0.0465 0.528
H 5.3909 -1.1258 1.5159 -0.0170 -0.0020 -0.0119 0.038
H 5.5792 -1.5646 -0.1855 0.0142 0.0099 -0.0185 0.067
H 4.9749 -2.7538 0.9600 -0.0092 -0.0284 0.0077 0.063
H 4.2960 -2.7840 -1.7511 0.0190 0.0186 -0.0170 0.061
H 2.6619 -3.4314 -1.9544 -0.0056 0.0113 0.0051 0.044
H 3.6356 -3.8787 -0.5550 0.0018 -0.0158 0.0250 0.059
C 0.9012 2.1050 -6.3249 -0.0114 -0.0132 0.0226 -0.049
N 1.3220 1.0266 -5.4606 0.0043 0.0296 -0.0260 -0.132
C 2.3896 0.1725 -5.6974 -0.0105 0.0162 0.0410 -0.072
C 2.4790 -0.6466 -4.6295 -0.0034 0.0417 -0.0087 -0.085
N 1.4778 -0.2922 -3.7606 -0.0799 0.0202 -0.0894 0.040
C 0.7618 0.7380 -4.2524 0.0487 -0.0491 0.0886 -0.796
S -0.5356 1.5254 -3.5084 -0.0078 0.0076 -0.0410 0.622
H 0.8030 1.7437 -7.3483 0.0000 0.0014 -0.0079 0.086
H 1.6184 2.9265 -6.2937 -0.0003 0.0004 0.0006 0.089
H -0.0607 2.4619 -5.9628 0.0134 -0.0055 -0.0082 0.044
H 2.9776 0.2311 -6.5944 0.0100 0.0069 -0.0342 0.109
H 3.1680 -1.4404 -4.4072 0.0196 -0.0304 0.0135 0.114
H 1.3316 -0.6871 -2.7989 -0.0300 -0.0691 0.0064 -0.015
C -2.0881 -1.4509 -1.7087 0.0269 0.0409 -0.0989 -0.051
C -2.3700 -1.3260 -0.2566 -0.1701 0.1271 0.1885 -0.391
N -1.8855 -0.4222 0.5661 -0.1167 -0.2190 -0.2025 0.049
C -2.5374 -0.6058 1.7676 0.1181 0.1641 0.1100 -0.148
C -3.3974 -1.6463 1.6825 -0.1146 0.0187 -0.0277 -0.050
N -3.3085 -2.0935 0.3790 0.1774 -0.1288 -0.0574 -0.019
C -3.8441 -3.3361 -0.1083 -0.0253 0.0049 0.0439 -0.068
N -3.2171 -4.4741 0.5287 -0.0966 0.0162 0.0021 -0.058
N -3.9987 -5.4186 1.0963 -0.0304 -0.0927 -0.0383 0.032
N -3.2653 -6.3393 1.5981 -0.0027 0.1331 0.0310 0.055
C -1.9452 -5.9993 1.3882 -0.0184 -0.0637 0.0188 -0.242
C -0.7680 -6.6549 1.7691 -0.0168 0.0045 -0.0172 -0.029
C 0.4193 -6.0539 1.4294 0.0044 0.0596 -0.0386 -0.081
C 0.4500 -4.8253 0.7293 -0.0043 -0.0726 -0.0014 -0.065
C -0.6950 -4.1698 0.3485 -0.0269 0.0071 -0.0642 -0.015
C -1.9005 -4.7921 0.6935 0.0753 0.0129 0.0170 -0.151
H -1.4702 -0.6164 -2.0337 0.0956 -0.0240 -0.0032 0.002
H -3.0189 -1.4009 -2.2808 0.0023 -0.0419 0.0172 0.090
H -1.5616 -2.3742 -1.9545 0.0101 0.0013 -0.0194 0.069
H -2.3208 0.0291 2.6105 0.0141 -0.0112 0.0106 0.100
H -4.0499 -2.1138 2.3984 -0.0145 -0.0051 0.0333 0.121
H -3.7032 -3.3704 -1.1882 0.0215 -0.0028 0.0349 0.132
H -4.9053 -3.4245 0.1227 0.0295 0.0249 -0.0405 0.134
H -0.8090 -7.5898 2.3104 0.0046 -0.0170 0.0087 0.105
H 1.3566 -6.5207 1.7029 0.0045 -0.0033 0.0165 0.099
H 1.3990 -4.3650 0.4855 0.0277 0.0318 0.0137 0.095
H -0.6021 -3.2218 -0.1725 -0.0264 -0.1206 0.0964 0.018